C20H40N7Ni2O17 | ωB97M-V/def2-TZVPD

Geometry as ORCA input:
```
! wB97M-V def2-TZVPD RIJCOSX def2/J DEFGRID3
* xyz 3 5
H -1.073 -7.414 22.070
H -4.131 -12.975 13.494
C -0.947 -11.658 18.633
H -11.460 -11.790 13.086
H -0.036 -9.230 19.522
H -5.614 -11.359 17.212
H -4.357 -10.805 21.754
H -8.272 -12.924 19.427
C -9.297 -10.310 17.309
H -1.894 -11.456 18.114
O -8.069 -13.035 13.817
C -5.573 -10.279 15.351
H -1.984 -7.832 20.045
H -9.130 -9.890 16.315
H -4.998 -10.843 9.908
H -3.808 -10.956 20.015
C -7.269 -12.138 14.250
C -5.954 -11.340 16.188
H -1.932 -9.617 22.619
H -6.387 -7.904 21.158
N -2.817 -11.493 14.032
H -0.417 -9.590 21.089
H -5.188 -13.196 18.497
O -2.958 -13.852 19.825
H -2.494 -13.247 12.910
C -0.843 -9.717 20.087
C -6.875 -12.242 15.687
H -7.747 -14.614 19.498
H -2.732 -11.223 21.395
H -4.674 -8.669 19.661
C -2.681 -8.852 22.422
C -3.078 -12.924 13.772
H -2.715 -6.679 22.345
H -0.811 -12.732 18.700
H -4.591 -14.197 17.149
O -12.471 -9.458 13.895
Ni -7.707 -14.692 15.085
O -5.495 -12.458 7.864
N -3.187 -9.194 21.030
O -11.525 -10.149 16.689
C -11.091 -10.837 12.705
C -6.884 -11.119 13.410
C -6.071 -10.093 13.883
H -4.777 -12.261 10.930
Ni -4.421 -8.028 14.336
H -0.077 -11.269 18.101
O -7.321 -13.159 16.468
H -2.669 -9.055 19.023
O -6.173 -12.613 20.522
O -4.479 -13.826 9.177
O -5.594 -9.163 13.200
H -6.397 -11.956 10.219
O -1.038 -11.080 19.933
H -11.656 -10.671 11.792
H -3.992 -7.331 20.592
N -7.051 -13.335 20.986
H -2.801 -13.560 14.605
C -2.118 -8.909 19.955
C -3.568 -10.641 21.026
C -4.610 -14.072 18.232
C -2.031 -7.502 22.577
H -8.688 -11.155 17.600
N -5.034 -12.774 8.933
N -3.194 -14.146 18.674
H -10.025 -10.955 12.545
H -5.996 -9.445 21.606
H -1.830 -7.236 23.617
O -10.896 -11.929 17.716
N -10.685 -10.841 17.201
H -3.523 -8.997 23.091
N -11.327 -9.745 13.670
O -10.365 -9.260 14.259
O -2.207 -11.230 15.039
C -5.556 -8.447 21.620
C -8.147 -13.785 20.077
O -2.357 -14.372 17.824
H -9.332 -9.462 17.987
O -7.091 -13.713 22.124
H -7.329 -11.127 12.424
H -9.013 -14.063 20.663
H -5.101 -14.963 18.624
C -5.323 -11.863 10.078
C -4.386 -8.344 20.661
O -3.130 -10.705 13.150
H -5.393 -8.015 22.600
O -4.837 -9.345 15.796
*
```

The highest occupied orbital energy (alpha / beta) is -16.67 / -16.67 eV. The energy is -148663.080 eV. For the orbital gap (alpha / beta), the calculation gives 4.9 / 3.7 eV.


C20H40NO5PPdSSi | ωB97M-V/def2-TZVPD

Geometry as ORCA input:
```
! wB97M-V def2-TZVPD RIJCOSX def2/J DEFGRID3
* xyz -2 1
H -2.381 -4.411 -3.418
S 0.296 2.334 1.440
C 2.117 5.057 2.431
H 3.110 -0.883 -0.080
H -0.094 -2.212 3.594
C -0.224 -4.143 -1.717
H 1.777 4.711 1.419
C 1.885 3.084 4.812
H 5.319 1.934 2.434
H 1.578 3.980 5.430
C -2.082 -3.380 -3.302
C 2.002 1.796 1.479
H -3.231 -4.430 -1.176
H 0.051 -4.020 1.921
H -3.360 -2.777 -1.008
H 0.272 -3.970 -0.752
C -2.288 -0.959 2.835
O -1.501 -1.991 2.121
H -1.780 0.011 2.994
O -1.492 0.486 -0.949
P -2.066 -0.662 -1.852
Pd 0.338 0.467 -0.176
C -3.586 -0.782 2.052
C 0.656 -3.068 1.765
H -4.231 -1.657 2.028
O -3.543 -0.675 -1.719
H 0.433 -3.908 -2.600
H -2.940 -2.671 -3.437
C 4.318 0.373 1.198
C -2.662 -3.574 -0.902
C -2.738 1.455 -3.934
H 4.793 4.730 4.827
H -1.377 -3.166 -4.130
H 4.994 4.875 3.090
C 4.373 1.581 1.976
N 2.087 0.699 0.695
H 2.580 2.363 5.381
H 5.380 3.400 3.934
H -0.465 -5.245 -1.668
C -1.519 -3.301 -1.870
H -0.527 -0.155 -5.973
H -3.634 0.824 -4.002
C -1.529 0.613 -4.235
H 0.292 -1.005 2.402
H -3.393 -0.495 1.038
H -2.750 2.267 -4.695
H 2.756 5.932 2.197
H 0.597 0.608 -4.325
O -1.172 -1.911 -1.554
C -1.516 0.141 -5.710
Si 2.883 3.698 3.335
C 3.197 2.256 2.195
C -0.232 1.352 -4.098
H -4.183 0.039 2.539
H 0.700 -2.694 0.725
O -1.451 -0.579 -3.406
H 5.263 -0.122 0.976
C 4.715 4.221 3.865
H -2.174 -0.805 -5.902
C -0.113 -2.025 2.518
H 1.075 2.422 4.453
H -2.322 -3.587 0.132
H -1.781 1.004 -6.318
H 1.260 5.502 2.954
H -2.794 1.904 -2.927
H -2.571 -1.465 3.790
C 3.182 -0.049 0.618
H 1.693 -3.211 2.184
H -0.139 1.703 -3.089
H -0.133 2.167 -4.848
*
```

The highest occupied orbital energy (alpha / beta) is 1.92 / 1.92 eV. The energy is -64600.076 eV. For the orbital gap (alpha / beta), the calculation gives 2.9 / 2.9 eV.


C20H40O | ωB97M-V/def2-TZVPD

Geometry as ORCA input:
```
! wB97M-V def2-TZVPD RIJCOSX def2/J DEFGRID3
* xyz 0 1
C 3.391 -0.359 -2.012
C 1.127 2.719 0.825
H -2.699 -0.914 1.091
H 2.481 2.330 -1.655
H 0.412 2.129 -1.118
H -0.816 -3.379 -1.153
H 4.815 1.283 -0.567
H 0.727 -5.773 1.218
H -4.709 2.108 -0.462
H -1.614 2.033 1.154
C 0.649 3.518 2.037
H -6.210 -0.391 -1.450
H -1.007 -4.927 -0.335
H 1.456 3.636 2.758
C 0.873 -3.939 0.085
C 3.127 2.611 -0.823
H 3.276 -2.807 -0.797
H -3.861 -1.499 -0.099
C 2.935 -2.440 0.172
H 0.319 4.509 1.731
H 1.990 0.197 -0.487
C 2.331 3.432 0.195
C -0.623 -3.916 -0.227
H -1.691 0.887 -1.666
H 1.978 4.346 -0.290
C 3.069 0.044 -0.575
O -6.110 -0.747 -0.561
H -5.526 -0.165 1.264
H 3.221 0.475 -2.690
H 4.588 -1.103 0.415
C -5.733 0.313 0.303
H 0.997 -1.901 -0.576
H 1.062 -2.089 1.177
C 1.410 -2.510 0.231
C -0.002 2.540 -0.195
H 3.013 3.732 0.994
C -3.314 0.561 -0.321
H 3.902 3.264 -1.232
C -2.996 -0.858 0.044
H -0.684 0.650 0.573
C -4.531 1.078 -0.185
H -0.177 3.019 2.537
H 1.392 -4.418 -0.753
H 4.434 -0.656 -2.096
H -2.527 2.360 -1.160
H -0.425 3.519 -0.434
C 3.782 1.359 -0.222
H -1.170 -3.428 0.577
H 2.768 -1.187 -2.339
C -2.163 1.389 -0.816
H 0.623 -4.311 2.199
H -6.579 1.001 0.437
H 3.354 -3.102 0.933
C -1.115 1.609 0.281
H 3.818 1.468 0.864
C 1.120 -4.767 1.345
C 3.497 -1.039 0.424
H 3.197 -0.722 1.427
H 2.181 -4.845 1.565
H -2.174 -1.232 -0.562
H 1.446 1.731 1.173
*
```

As for the energy relative to the best compared isomer or geometry (same formula, charge and spin): 10.1 kJ/mol. The highest occupied orbital energy is -9.10 eV. The energy is -23436.836 eV. For the orbital gap, the calculation gives 9.9 eV.


C20H40O19S4 | ωB97M-V/def2-TZVPD

Geometry as ORCA input:
```
! wB97M-V def2-TZVPD RIJCOSX def2/J DEFGRID3
* xyz 0 1
C 2.984 -7.702 1.505
C 1.824 -9.087 3.062
O 3.200 7.197 0.013
O 3.216 -9.524 2.986
C 4.872 5.996 0.989
H 3.614 -6.817 1.595
H -0.049 -2.949 -0.905
H -8.646 -2.129 -2.887
O 6.456 -1.756 4.652
H 2.587 -7.598 0.496
H -7.478 1.355 -4.162
H 1.241 -9.725 2.398
H -7.030 4.137 3.641
H 9.652 -3.864 2.663
S 3.430 2.804 -6.350
O -9.842 5.355 2.619
H 3.398 8.961 1.205
C 2.041 0.975 -7.319
C -9.172 4.250 3.150
H 9.007 -5.362 5.025
H 4.984 5.330 1.845
H 4.668 -8.841 1.661
H -10.139 0.880 -4.086
C 3.434 5.943 0.570
H 5.908 7.833 1.546
H 3.339 -9.728 0.929
H -8.262 -1.440 -1.327
H 1.587 -1.527 -0.045
H 0.900 -7.559 1.945
C -0.422 -2.351 -0.074
H -7.360 3.800 1.947
H 8.403 -5.504 3.371
O 3.386 3.832 -7.365
H 1.046 -1.858 1.578
C 4.910 7.397 1.555
C 9.487 -3.688 3.726
C 8.583 -4.807 4.188
H -9.228 1.683 -2.765
H 1.283 0.769 -5.230
H 2.021 -0.111 -7.233
O -7.520 5.689 2.607
O -1.055 -1.309 -0.746
H -8.195 -0.090 -4.976
O -2.321 -0.188 1.120
H -1.167 -2.885 0.516
H 1.471 -9.177 4.089
H 5.587 5.721 0.213
H 0.186 1.646 -6.322
C -7.723 4.336 2.824
C -8.474 -1.187 -2.366
O -9.574 -0.346 -2.611
H 1.746 1.358 -8.296
C 0.710 -1.509 0.602
O -8.865 7.792 2.393
H -9.564 3.290 2.813
C 1.844 -7.664 2.480
C 3.962 8.197 0.670
O 4.381 2.734 -5.270
C -7.378 -0.409 -2.947
O 7.087 -2.592 2.388
H 1.870 -6.776 3.110
H -6.855 0.219 -2.227
O 3.383 1.342 -7.045
C -8.018 0.417 -4.028
O 7.356 -4.189 4.417
O -1.438 1.222 -0.772
C -9.307 0.792 -3.388
O 8.882 -2.470 4.087
O 1.916 2.653 -5.795
C 3.595 -9.023 1.720
H 4.552 7.374 2.585
H 4.586 8.734 -0.044
S 7.270 -2.645 3.816
S -8.797 6.405 1.903
O 0.220 -0.138 0.735
H 10.440 -3.834 4.234
H 3.350 5.271 -0.284
O -8.787 6.167 0.467
H 2.690 5.751 1.344
H -6.623 -1.046 -3.407
C 1.230 1.446 -6.082
H -9.167 4.281 4.240
S -1.320 0.069 0.117
*
```

As for the energy relative to the best compared isomer or geometry (same formula, charge and spin): 57.9 kJ/mol. The highest occupied orbital energy is -9.33 eV. The energy is -103623.153 eV. For the orbital gap, the calculation gives 9.3 eV.


C20H40O20Rb2 | ωB97M-V/def2-TZVPD

Geometry as ORCA input:
```
! wB97M-V def2-TZVPD RIJCOSX def2/J DEFGRID3
* xyz 0 1
H -0.525 3.660 1.024
O 6.481 3.214 2.102
H -0.362 4.657 -0.410
H -1.021 0.615 2.969
O 4.850 2.143 3.242
H -0.114 -2.345 -4.716
H -2.982 -4.941 5.262
H -7.929 -1.204 -2.494
H 1.260 2.554 -2.155
O -2.016 3.409 -0.390
C -0.312 1.076 2.221
H -0.289 -0.724 1.066
O 6.169 -2.192 -1.762
H 2.973 1.780 0.958
O -2.786 5.178 -1.557
O 0.990 -1.035 -2.913
H -4.553 3.949 -3.255
H 2.343 -2.324 -0.931
H 7.439 2.813 3.895
Rb 0.860 -2.630 4.407
H 6.216 -1.647 -3.786
H -4.413 -5.712 4.627
O -0.932 -0.554 -3.992
C 0.471 -0.083 1.603
H 6.888 -0.470 -2.655
H -1.291 -3.918 -0.355
C -2.999 0.059 -0.483
H -5.728 2.991 -2.214
C 3.894 1.210 0.869
H 1.649 0.820 -1.606
O -5.579 0.838 -0.467
O 0.361 2.108 2.796
H 2.858 -2.850 0.699
H -0.259 -4.237 1.021
O -2.324 -4.195 1.400
H -7.462 0.505 -2.534
H -3.277 0.021 0.567
O -3.992 -0.485 -1.363
H 0.270 1.720 -1.020
O 4.348 -0.900 -2.100
O 4.462 -2.444 -0.462
C -5.226 -0.076 -1.162
C 0.138 -0.254 -3.233
H -2.780 -6.386 4.317
O -6.033 -0.848 -1.900
C 0.909 1.560 -1.897
H -1.739 -1.975 -5.210
H -2.136 -0.601 -0.604
C 6.789 -1.535 -2.868
H 6.264 4.142 3.934
H 4.013 0.710 -0.090
H -2.636 1.037 -0.790
C -1.087 4.241 0.292
O -3.855 3.191 -1.469
C -2.156 -4.575 2.648
H -1.463 -2.499 -3.561
C -7.379 -0.426 -1.973
O -3.351 -4.710 3.217
H 1.016 0.284 0.698
H -5.299 4.641 -1.814
H -1.604 5.054 0.802
C 7.030 3.647 3.331
O -1.100 -4.761 3.209
C 3.082 -2.201 -0.143
C 4.925 -1.766 -1.504
O 5.055 2.040 0.999
O 0.022 1.013 -2.882
H 3.014 -1.200 0.273
H -1.025 1.381 1.415
H -7.807 -0.292 -0.980
O 1.354 -0.848 2.321
H -1.014 -2.653 0.886
Rb -0.969 2.312 5.388
C -1.164 -3.718 0.704
H 7.771 4.408 3.103
C -3.380 -5.479 4.392
H 7.772 -1.981 -2.979
C -4.923 3.715 -2.259
C -1.046 -1.896 -4.371
C 5.395 2.436 2.217
C -2.885 4.039 -1.171
H 3.872 0.401 1.602
*
```

As for the energy relative to the best compared isomer or geometry (same formula, charge and spin): 0.4 kJ/mol. The highest occupied orbital energy is -5.73 eV. The energy is -63646.417 eV. For the orbital gap, the calculation gives 4.5 eV.


C20H40O30S6 | ωB97M-V/def2-TZVPD

Geometry as ORCA input:
```
! wB97M-V def2-TZVPD RIJCOSX def2/J DEFGRID3
* xyz 0 1
O -10.848 0.867 19.929
O -7.189 1.540 17.168
O -4.754 7.475 17.642
H -6.590 0.739 25.255
H -2.172 5.806 24.185
O 0.341 6.362 20.983
O -0.940 4.352 20.366
S 1.760 2.870 23.850
O -3.203 5.923 17.336
H -2.556 2.269 20.317
C -3.713 1.618 22.482
C -2.294 5.213 23.276
C -0.844 1.195 26.945
H -7.646 -0.429 17.082
O -4.316 1.714 21.300
H -7.179 9.831 18.157
O -2.553 1.681 22.710
C -4.176 6.337 18.146
C -6.233 6.230 28.107
H -6.221 7.306 28.210
H -6.540 9.369 16.569
H 2.395 1.075 20.972
O -4.703 1.470 23.346
O 2.666 2.328 22.572
H -0.635 2.051 26.306
O 1.463 4.241 23.582
S -9.713 1.488 20.596
H -5.484 10.135 17.809
C -6.308 9.429 17.642
H -3.969 0.310 24.858
H 0.446 0.388 22.026
O -1.074 -1.728 27.391
S -2.216 -0.921 27.059
H -8.166 -0.365 23.160
O -5.744 1.254 15.427
H -5.529 1.302 26.538
S -0.817 5.546 21.172
H -0.302 1.965 21.585
S -5.020 5.707 25.975
O -5.050 2.974 17.164
H -2.664 4.216 23.529
H -6.975 -0.635 20.994
O -0.971 5.142 22.717
H -7.692 1.365 23.066
H -1.270 1.415 29.114
O -2.184 6.512 21.280
O -4.531 4.887 27.335
C -8.140 0.533 22.533
O -9.442 2.903 20.481
H -3.848 5.351 21.708
H 0.079 0.687 27.239
H -6.791 7.346 18.048
H 1.751 2.751 20.781
H -1.934 4.480 16.764
C -1.791 1.416 28.162
H -6.126 -0.730 15.345
C -5.781 1.435 25.481
O -5.076 4.793 24.867
C -4.863 5.662 28.474
O -1.673 0.330 26.165
H -4.756 -0.304 16.389
H -5.778 8.147 19.310
C -2.365 4.820 17.704
H -6.141 2.459 25.352
H -6.356 -0.049 18.252
C -3.635 2.365 20.233
O -6.924 3.532 15.691
C 0.543 1.483 22.059
H -4.127 6.453 28.629
O -4.347 6.977 25.868
H -2.906 4.031 18.213
O -4.511 5.771 19.154
S -6.182 2.539 16.395
O -8.348 0.707 20.164
O -2.662 0.255 28.123
C -4.467 1.273 24.721
H -4.022 1.931 19.316
H -1.568 5.179 18.348
C 1.877 1.906 21.466
H -3.901 3.424 20.244
C -6.748 0.158 17.253
O -3.377 -1.555 26.488
H -7.057 5.797 28.656
H -6.612 1.090 21.176
H -3.682 6.811 22.689
O 2.328 2.519 25.126
C -5.956 8.050 18.234
O 0.550 1.827 23.452
C -7.407 0.349 21.203
H -2.451 2.281 28.083
C -3.141 5.977 22.248
C -5.758 -0.016 16.079
H -3.787 2.045 25.082
O -9.518 0.910 22.206
H -4.888 5.005 29.340
O -6.470 5.927 26.692
*
```

As for the energy relative to the best compared isomer or geometry (same formula, charge and spin): 82.2 kJ/mol. The highest occupied orbital energy is -10.46 eV. The energy is -147817.691 eV. For the orbital gap, the calculation gives 10.4 eV.